ORCA calculation (the ωB97M-V functional and the def2-TZVPD basis) on a cluster of 2 separate species, C6H15P3 in total.

Calculated values
**LUMO energy (alpha / beta)**: 0.42 / 0.42 eV
**HOMO energy (alpha / beta)**: -7.7 / -7.7 eV
**Orbital gap (alpha / beta)**: 8.114 / 8.112 eV

Cartesian coordinates (Å):
C (0.586, -1.096, 0.362)
C (2.642, -1.918, -0.830)
C (0.785, 2.570, 0.585)
C (1.505, -0.862, -0.713)
C (-0.342, 1.931, -0.259)
C (-0.937, 0.694, 0.351)
P (0.304, -2.370, 1.321)
P (-3.476, -1.147, 0.842)
P (-2.230, -0.164, -0.596)
H (3.331, -1.654, 0.027)
H (2.212, -2.913, -0.973)
H (3.202, -1.681, -1.778)
H (1.775, 2.083, 0.535)
H (0.935, 3.617, 0.223)
H (0.531, 2.439, 1.732)
H (0.973, -0.562, -1.641)
H (2.048, 0.024, -0.396)
H (0.045, 1.896, -1.333)
H (-1.349, 2.589, -0.452)
H (-1.064, 0.716, 1.441)
H (-0.952, -2.052, 2.126)
H (-4.610, -0.856, 0.087)
H (-3.060, -2.278, 0.160)
H (-2.854, 0.996, -0.821)


ORCA calculation (the ωB97M-V functional and the def2-TZVPD basis) on a cluster of 2 separate species, C10H9BrO in total.

Calculated values
**LUMO energy (alpha / beta)**: -0.36 / 0.05 eV
**HOMO energy (alpha / beta)**: -7.8 / -7.1 eV
**Orbital gap (alpha / beta)**: 7.440 / 7.179 eV

Cartesian coordinates (Å):
C (0.246, -2.614, -1.807)
C (-0.459, -1.667, -1.439)
C (0.918, 2.769, 0.499)
C (1.691, 1.849, -0.126)
C (-0.478, 2.691, 0.634)
C (1.059, 0.649, -0.598)
C (-1.099, 1.501, 0.228)
C (-0.309, 0.489, -0.307)
C (0.075, -2.072, 1.390)
C (-1.031, -0.792, -0.525)
O (-2.281, -1.053, -0.065)
Br (1.006, -3.537, 0.876)
H (0.754, -3.116, -2.614)
H (1.408, 3.697, 0.718)
H (2.710, 1.893, -0.422)
H (-1.108, 3.570, 0.790)
H (1.734, -0.210, -0.656)
H (-2.166, 1.237, 0.261)
H (-0.855, -2.180, 1.976)
H (0.737, -1.214, 1.416)
H (-2.551, -1.891, -0.227)


ORCA calculation (the ωB97M-V functional and the def2-TZVPD basis) on a structure of composition C65H58CaF3Ge2N2O4Sb.

Calculated values
**LUMO energy (alpha / beta)**: -2.06 / -3.97 eV
**HOMO energy (alpha / beta)**: -9.8 / -9.9 eV
**<S²>**: 0.756
**Orbital gap (alpha / beta)**: 7.734 / 5.969 eV
**Net charge**: +1
**2S+1**: 2

Cartesian coordinates (Å):
Ca (1.369, -0.657, 1.762)
C (6.033, -4.330, 4.492)
C (6.172, -4.710, 3.164)
C (5.633, -3.926, 2.154)
C (4.954, -2.746, 2.460)
C (4.815, -2.380, 3.800)
C (5.352, -3.162, 4.810)
Ge (4.219, -1.655, 1.037)
C (4.167, -2.525, -0.683)
C (4.697, -1.920, -1.824)
C (4.690, -2.588, -3.040)
C (4.155, -3.866, -3.126)
C (3.611, -4.471, -2.000)
C (3.609, -3.801, -0.786)
C (4.864, 0.175, 1.037)
C (5.716, 0.621, 2.053)
C (6.138, 1.943, 2.088)
C (5.712, 2.836, 1.112)
C (4.863, 2.403, 0.102)
C (4.432, 1.084, 0.068)
H (6.452, -4.944, 5.278)
H (6.703, -5.619, 2.913)
H (5.751, -4.236, 1.122)
H (4.282, -1.471, 4.062)
H (5.239, -2.867, 5.846)
H (5.129, -0.928, -1.769)
H (5.102, -2.111, -3.919)
H (4.153, -4.387, -4.074)
H (3.184, -5.463, -2.068)
H (3.167, -4.275, 0.083)
H (6.076, -0.074, 2.804)
H (6.823, 2.270, 2.861)
H (6.054, 3.863, 1.129)
H (4.544, 3.090, -0.670)
H (3.761, 0.768, -0.727)
O (-0.475, -1.950, 1.957)
C (-0.284, -2.344, 0.769)
O (0.875, -2.240, 0.240)
C (-1.445, -2.714, -0.106)
C (-1.906, -1.379, -0.729)
Ge (-3.672, -1.323, -1.581)
C (-5.119, -1.455, -0.281)
C (-6.425, -1.132, -0.655)
C (-7.472, -1.230, 0.252)
C (-7.229, -1.658, 1.550)
C (-5.936, -1.980, 1.939)
C (-4.892, -1.874, 1.029)
C (-3.767, 0.408, -2.485)
C (-3.117, 0.594, -3.707)
C (-3.155, 1.821, -4.354)
C (-3.841, 2.887, -3.785)
C (-4.485, 2.719, -2.567)
C (-4.449, 1.487, -1.925)
C (-3.741, -2.795, -2.853)
C (-2.642, -3.037, -3.679)
C (-2.654, -4.081, -4.593)
C (-3.767, -4.906, -4.689)
C (-4.863, -4.683, -3.867)
C (-4.848, -3.635, -2.956)
H (-2.228, -3.180, 0.490)
H (-1.129, -3.406, -0.885)
H (-1.200, -1.085, -1.512)
H (-1.885, -0.582, 0.024)
H (-6.632, -0.793, -1.664)
H (-8.478, -0.974, -0.056)
H (-8.046, -1.741, 2.255)
H (-5.741, -2.315, 2.950)
H (-3.887, -2.119, 1.356)
H (-2.584, -0.227, -4.175)
H (-2.656, 1.942, -5.308)
H (-3.881, 3.842, -4.294)
H (-5.029, 3.544, -2.123)
H (-4.966, 1.369, -0.980)
H (-1.753, -2.415, -3.617)
H (-1.794, -4.249, -5.228)
H (-3.780, -5.721, -5.400)
H (-5.732, -5.325, -3.934)
H (-5.710, -3.479, -2.317)
N (3.131, 2.093, 5.849)
C (3.115, 2.479, 4.445)
C (2.461, 1.386, 3.642)
O (2.159, 0.283, 4.312)
O (2.209, 1.440, 2.453)
H (2.467, 2.632, 6.391)
H (4.044, 2.199, 6.269)
H (2.440, 0.464, 5.251)
H (4.121, 2.595, 4.037)
H (2.573, 3.405, 4.236)
F (-6.997, 3.065, 0.945)
C (-5.686, 2.833, 1.111)
C (-5.282, 1.602, 1.586)
C (-3.921, 1.378, 1.743)
C (-2.992, 2.367, 1.426)
C (-3.438, 3.597, 0.946)
C (-4.792, 3.840, 0.786)
Sb (-0.951, 1.927, 1.704)
C (-0.378, 3.332, 3.206)
C (-0.501, 2.929, 4.536)
C (-0.147, 3.773, 5.581)
C (0.357, 5.023, 5.272)
F (0.722, 5.838, 6.273)
C (0.495, 5.460, 3.967)
C (0.114, 4.608, 2.938)
C (-0.160, 2.861, -0.036)
C (1.146, 3.350, -0.090)
C (1.669, 3.855, -1.272)
C (0.875, 3.845, -2.402)
F (1.380, 4.326, -3.549)
C (-0.415, 3.352, -2.394)
C (-0.928, 2.858, -1.203)
H (-6.013, 0.835, 1.807)
H (-3.593, 0.412, 2.108)
H (-2.730, 4.375, 0.684)
H (-5.164, 4.786, 0.416)
H (-0.899, 1.948, 4.775)
H (-0.279, 3.487, 6.617)
H (0.878, 6.453, 3.774)
H (0.210, 4.953, 1.915)
H (1.775, 3.339, 0.793)
H (2.670, 4.259, -1.326)
H (-1.008, 3.360, -3.298)
H (-1.946, 2.480, -1.203)
N (1.455, -0.055, -1.904)
C (1.092, -0.621, -3.140)
C (1.238, -1.994, -3.335)
C (0.952, -2.557, -4.568)
C (0.497, -1.769, -5.618)
C (0.339, -0.405, -5.417)
C (0.638, 0.171, -4.191)
H (0.912, 0.766, -1.661)
H (1.428, -0.761, -1.177)
H (1.585, -2.612, -2.513)
H (1.079, -3.625, -4.703)
H (0.271, -2.211, -6.579)
H (-0.011, 0.223, -6.227)
H (0.528, 1.240, -4.049)


ORCA calculation (the ωB97M-V functional and the def2-TZVPD basis) on a structure of composition C19H31CoN4O10P2S.

Calculated values
**LUMO energy**: 0.27 eV
**HOMO energy**: -8.0 eV
**Orbital gap**: 8.245 eV

Cartesian coordinates (Å):
Co (0.571, -0.979, 1.436)
C (-0.821, -5.112, 0.789)
C (0.444, -4.720, 1.542)
O (1.100, -5.897, 1.995)
P (0.004, -3.670, 2.964)
O (1.179, -3.685, 4.009)
O (-1.193, -4.442, 3.645)
O (-0.351, -2.277, 2.566)
P (1.604, -3.750, 0.478)
O (1.669, -4.558, -0.903)
O (2.925, -3.770, 1.179)
O (0.957, -2.425, 0.159)
H (-1.440, -5.752, 1.417)
H (-0.545, -5.654, -0.114)
H (-1.390, -4.225, 0.509)
H (1.993, -5.638, 2.270)
H (1.562, -2.769, 4.101)
H (-1.549, -4.004, 4.429)
H (2.421, -5.161, -0.901)
N (2.450, -1.346, 2.372)
N (2.100, -1.194, 3.744)
C (1.132, -0.113, 3.935)
O (1.030, 0.337, 5.051)
O (0.498, 0.232, 2.871)
H (2.807, -2.288, 2.164)
H (3.152, -0.661, 2.107)
H (2.895, -1.041, 4.354)
C (3.084, 0.929, -3.979)
C (2.221, 1.712, -3.000)
N (2.350, 1.247, -1.620)
C (3.577, 1.618, -0.924)
C (4.531, 0.445, -0.710)
C (1.402, 0.495, -1.010)
C (0.297, -0.068, -1.846)
N (1.454, 0.254, 0.264)
H (2.900, 1.268, -4.998)
H (2.863, -0.137, -3.924)
H (4.146, 1.065, -3.769)
H (1.176, 1.675, -3.292)
H (2.500, 2.769, -3.012)
H (3.333, 2.114, 0.022)
H (4.066, 2.380, -1.530)
H (4.070, -0.370, -0.150)
H (5.418, 0.776, -0.169)
H (4.848, 0.034, -1.668)
H (-0.498, 0.668, -1.974)
H (-0.128, -0.929, -1.343)
H (0.673, -0.366, -2.823)
H (2.277, 0.639, 0.701)
C (-5.910, 6.741, -2.603)
C (-5.094, 5.612, -2.020)
O (-3.899, 5.549, -2.101)
S (-6.107, 4.390, -1.202)
C (-4.886, 3.221, -0.676)
C (-4.011, 3.531, 0.359)
C (-3.064, 2.608, 0.763)
C (-2.983, 1.355, 0.146)
C (-3.880, 1.049, -0.879)
C (-4.822, 1.978, -1.290)
C (-1.966, 0.430, 0.542)
C (-1.092, -0.343, 0.861)
H (-5.505, 7.684, -2.240)
H (-6.965, 6.667, -2.347)
H (-5.797, 6.718, -3.687)
H (-4.070, 4.497, 0.841)
H (-2.376, 2.841, 1.565)
H (-3.831, 0.077, -1.351)
H (-5.508, 1.740, -2.093)


Maximum force values (in eV/Å) by entry order: 4.6; 5.7; 0.5; 0.6.
Relative energy (zero: lowest compared OMol25 entry of this formula, charge and spin) values (in eV) by entry order: 3.5265; 4.9377; 0.9274; 0.3555.